[1]
C2H6IO3P in the gas phase, computed with ωB97M-V/def2-TZVPD.

Element x y z (Å)
1 C 0.1039 -0.1103 -2.2357
2 C 0.8082 0.6662 1.9438
3 O -2.4488 -0.0505 0.6328
4 O -1.1748 0.0012 -1.5803
5 O 0.4153 0.8940 0.6577
6 P -1.1980 -0.3311 -0.0130
7 I -0.3124 -2.4974 0.5351
8 H 0.1137 -1.1676 -2.6515
9 H 0.8216 0.1125 -1.5566
10 H 0.1833 0.5364 -3.1066
11 H 1.9141 0.8872 2.1518
12 H 0.4954 -0.2316 2.4244
13 H 0.2786 1.2912 2.7984

Calculated values
Charge = 0
ΔE to the lowest compared entry with this formula, charge and spin = 1.668 eV
HOMO-LUMO gap = 8.81 eV
LUMO level = -0.913 eV

***

[2]
C5H11NO in the gas phase, computed with ωB97M-V/def2-TZVPD.

Element x y z (Å)
1 C -1.6780 -0.4913 -1.2411
2 C -1.2517 0.3236 -0.0258
3 C 0.2716 0.4344 0.0993
4 C 0.6938 1.5796 1.0152
5 N 0.8373 -0.8264 0.5643
6 C 1.7731 -1.5322 -0.1211
7 O 2.1890 -1.2608 -1.2305
8 H -1.4316 0.0431 -2.1654
9 H -1.1587 -1.4552 -1.2685
10 H -2.7553 -0.6831 -1.2390
11 H -1.6795 1.3322 -0.0828
12 H -1.6496 -0.1252 0.8959
13 H 0.7055 0.5848 -0.8943
14 H 0.3343 2.5356 0.6214
15 H 0.2725 1.4540 2.0206
16 H 1.7833 1.6273 1.0997
17 H 0.6184 -1.1260 1.5037
18 H 2.1258 -2.4144 0.4483

Calculated values
Charge = 0
ΔE to the lowest compared entry with this formula, charge and spin = 0.211 eV
HOMO-LUMO gap = 10.65 eV
LUMO level = 0.900 eV

***

[3]
4 unconnected molecules or ions with the total composition C16H36Br6N4O4P, computed with ωB97M-V/def2-TZVPD.

Element x y z (Å)
1 C -2.9954 3.8262 0.4439
2 C -3.2992 2.4386 -0.1033
3 O -2.1188 1.7560 -0.5636
4 N -1.6114 2.3312 -1.7082
5 C -0.3969 1.9562 -2.0655
6 N 0.0698 2.3627 -3.2734
7 C 1.5031 2.2470 -3.5947
8 C 2.2977 1.4745 -2.5411
9 C 1.4825 0.4572 -1.7414
10 C 2.3409 0.0055 -0.5361
11 C 1.9306 -1.2376 0.2523
12 C 3.0573 -1.6865 1.2073
13 C 3.3595 -3.1860 1.1306
14 N 4.7132 -3.5477 1.5571
15 P 0.9296 -1.0030 -2.7049
16 O 1.9600 -2.0166 -2.9474
17 O 0.2987 -0.3968 -4.0506
18 O -0.3462 -1.4686 -1.8798
19 N 0.3253 1.2114 -1.2114
20 H -1.9609 3.8938 0.7796
21 H -3.1547 4.5896 -0.3187
22 H -3.6548 4.0574 1.2764
23 H -4.0321 2.4915 -0.9137
24 H -3.7053 1.7821 0.6606
25 H -2.1937 2.9441 -2.2603
26 H -0.5362 2.0663 -4.0248
27 H 1.5754 1.7788 -4.5720
28 H 1.9240 3.2465 -3.6914
29 H 2.6683 2.1844 -1.7983
30 H 3.1687 0.9967 -2.9869
31 H 2.3031 0.8615 0.1454
32 H 3.3734 -0.0905 -0.8738
33 H 1.7067 -2.0746 -0.4063
34 H 1.0319 -1.0243 0.8391
35 H 2.8118 -1.4052 2.2326
36 H 3.9806 -1.1595 0.9484
37 H 2.6405 -3.7419 1.7395
38 H 3.2021 -3.5201 0.1016
39 H 5.2769 -3.8458 0.7741
40 H 5.1937 -2.7635 1.9786
41 H 0.4875 -0.9845 -4.7951
42 H -0.2640 -2.4086 -1.6345
43 H -0.2735 0.6583 -0.6006
44 Br -3.9381 1.9814 3.6803
45 C -5.2068 3.4304 3.9548
46 C -6.6190 2.9873 3.6790
47 Br -6.9304 2.7804 1.7697
48 H -4.9053 4.2396 3.2969
49 H -5.0890 3.7419 4.9897
50 H -7.3262 3.7388 4.0210
51 H -6.8472 2.0303 4.1368
52 Br -0.6752 0.8011 2.1327
53 C -0.0703 -0.0510 3.7768
54 C 0.6616 0.9250 4.6587
55 Br 2.4231 1.3413 3.9571
56 H 0.5593 -0.8837 3.4767
57 H -0.9654 -0.4250 4.2679
58 H 0.8176 0.4925 5.6442
59 H 0.1316 1.8679 4.7512
60 Br -0.0301 -7.1193 -3.4309
61 C 1.0616 -5.5247 -3.2799
62 C 1.5306 -5.2846 -1.8704
63 Br 0.0923 -4.6502 -0.7166
64 H 0.4630 -4.6996 -3.6532
65 H 1.9203 -5.6758 -3.9297
66 H 2.2878 -4.5032 -1.8542
67 H 1.9085 -6.1862 -1.3989

Calculated values
Charge = +1
ΔE to the lowest compared entry with this formula, charge and spin = 0.000 eV
HOMO-LUMO gap = 8.78 eV
LUMO level = -2.240 eV

***

[4]
9 unconnected molecules or ions with the total composition BH20O8, computed with ωB97M-V/def2-TZVPD.

Element x y z (Å)
1 B -0.0642 0.6995 0.1062
2 H 0.9666 1.2219 0.3864
3 H -0.8972 1.5371 0.2078
4 H -0.1110 0.3588 -1.0189
5 H -0.3144 -0.1970 0.8456
6 O 0.6085 3.3567 -1.2573
7 H 1.3219 3.7881 -0.7807
8 H 0.3256 2.6430 -0.6610
9 O 1.4753 -3.0545 0.2712
10 H 1.6511 -3.9981 0.2431
11 H 0.5694 -2.9814 0.6071
12 O -1.7301 -0.5395 -2.6616
13 H -1.0458 -0.1838 -2.0683
14 H -1.2252 -0.9732 -3.3551
15 O 2.7734 -0.3970 1.3405
16 H 2.1150 0.2137 0.9753
17 H 2.5260 -1.2526 0.9697
18 O 1.6375 -1.1928 -1.8625
19 H 0.9809 -0.5815 -1.4868
20 H 1.4495 -2.0170 -1.3919
21 O -1.3071 -2.4134 1.0005
22 H -0.9065 -1.5517 0.7747
23 H -2.2440 -2.2266 1.0919
24 O -3.3016 1.8278 0.0010
25 H -3.2396 2.0986 -0.9191
26 H -2.4398 1.4080 0.1704
27 O 0.4309 1.6904 2.9803
28 H 0.4133 1.2423 2.1186
29 H -0.4183 1.4743 3.3730

Calculated values
Charge = -1
ΔE to the lowest compared entry with this formula, charge and spin = 0.156 eV
HOMO-LUMO gap = 10.18 eV
LUMO level = 2.898 eV

***

[5]
A molecular structure, C16H26GdIOP2, computed with ωB97M-V/def2-TZVPD.

Element x y z (Å)
1 C 0.8687 0.2528 -2.0062
2 I 0.5885 -1.7727 -2.5029
3 H 1.6147 0.8439 -2.5737
4 H 1.1782 0.2484 -0.9531
5 H -0.0837 0.7886 -2.0239
6 Gd -0.7568 -0.5982 1.0423
7 P 2.1411 -0.9558 1.2265
8 C 2.6833 -0.2245 2.8044
9 C 2.4288 -2.7475 1.4819
10 H 3.5079 -2.9241 1.4704
11 H 4.4872 -1.0616 0.5766
12 H 1.9602 -3.3130 0.6689
13 H 3.4242 -0.8641 -0.8515
14 H 2.0501 -0.5796 3.6307
15 H 2.0018 -3.0808 2.4332
16 C 3.6000 -0.5498 0.1805
17 H 3.7332 -0.4981 2.9979
18 H 3.7692 0.5314 0.1991
19 H 2.5977 0.8705 2.7456
20 P -2.6406 0.5286 -0.8999
21 C -3.6415 1.8145 -0.0550
22 C -2.5780 1.3039 -2.5781
23 H -3.3743 -1.7041 -1.4769
24 H -4.5386 -0.4895 -2.0836
25 H -4.5105 -0.9406 -0.3497
26 C -3.8945 -0.7678 -1.2385
27 H -1.8683 0.7577 -3.2208
28 H -3.5854 1.2779 -3.0466
29 H -4.5651 1.9648 -0.6143
30 H -3.0611 2.7370 -0.0023
31 H -2.2488 2.3579 -2.5102
32 H -3.8800 1.5147 0.9654
33 C 0.2282 2.2351 1.8237
34 O 0.9505 3.1566 1.6618
35 C -0.6545 1.3861 2.2982
36 C -1.5596 0.5506 2.7551
37 C -2.3366 -0.1614 3.6923
38 C -1.9845 -0.0509 5.0641
39 C -2.7712 -0.6729 6.0268
40 C -3.8707 -1.4580 5.6304
41 C -4.2023 -1.6099 4.2804
42 C -3.4057 -1.0298 3.3034
43 H -1.0892 0.5300 5.3307
44 H -2.5138 -0.5609 7.0834
45 H -4.4586 -1.9707 6.3837
46 H -5.0652 -2.2082 3.9760
47 H -3.5905 -1.1991 2.2306

Calculated values
Charge = +2
ΔE to the lowest compared entry with this formula, charge and spin = 0.000 eV
Multiplicity = 8
HOMO-LUMO gap (alpha / beta) = 6.37 / 5.74 eV
LUMO level (alpha / beta) = -7.852 / -8.251 eV

***

Summary of electronic energy in Ha
-944.5572, -327.1236, -16936.5409, -638.7914, -2445.8841
(order as listed above)
Summary of max |F| in Eh/bohr
0.083, 0.007, 0.020, 0.012, 0.060
(order as listed above)